Record 1
Molecular formula: C30H25Br2F5Pd
Method: DFT, wB97M-V/def2-TZVPD

XYZ file:
```
63
Properties=species:S:1:pos:R:3:forces:R:3
Pd -0.06210 -0.03628 0.13190 -0.14 -0.34 -0.57
Br -1.73211 1.79100 0.78758 0.49 -0.51 -0.09
Br 1.31006 -2.18544 -0.32716 -0.47 0.89 0.17
F 1.39840 0.46823 1.78388 0.35 0.25 0.75
C 2.17930 0.75893 2.86086 0.47 -0.89 0.24
C 1.91085 1.85834 3.62034 -0.33 0.83 -0.06
C 2.84268 2.26584 4.57862 -0.53 -1.00 -0.76
C 3.92528 1.42460 4.80508 0.31 0.77 0.59
C 4.06089 0.18288 4.18642 0.13 1.08 -0.08
C 3.20720 -0.12607 3.14598 -0.05 -0.30 -0.26
H 1.01154 2.42852 3.41761 0.09 0.07 -0.08
H 2.63147 3.20133 5.07365 0.45 0.00 0.26
H 4.73253 1.79515 5.42724 -0.15 -0.28 0.33
H 4.91633 -0.40784 4.47916 -0.08 -0.31 -0.29
H 3.34335 -1.00413 2.52704 -0.10 -0.04 0.04
F -1.77263 -1.11627 -0.92742 -0.34 -0.30 -0.31
C -2.86588 -1.54750 -1.58497 -1.41 -0.89 -0.35
C -4.01431 -0.76930 -1.59579 0.64 0.19 0.34
C -5.14881 -1.28664 -2.20747 -0.16 0.03 -0.11
C -5.11341 -2.51024 -2.83678 -0.04 -1.15 -0.18
C -3.97913 -3.32152 -2.79912 0.91 1.49 -0.35
C -2.84315 -2.80781 -2.16890 0.38 0.01 0.03
H -3.93003 0.20175 -1.12114 -0.37 0.03 0.01
H -6.11656 -0.80426 -2.25421 0.29 0.58 0.24
H -6.00390 -2.84665 -3.35363 0.03 -0.06 0.00
H -3.81284 -4.17339 -3.44253 -0.53 -0.37 0.29
H -1.90546 -3.35041 -2.17861 -0.02 -0.05 0.09
F 1.42389 1.62658 -0.55178 0.41 0.51 -0.22
C 2.27975 2.60923 -0.21959 2.18 0.07 -0.60
C 1.87535 3.76819 0.35874 -1.07 1.38 1.08
C 2.78302 4.78516 0.64410 1.13 0.75 -0.45
C 4.10125 4.71891 0.22795 -0.17 -1.06 -0.31
C 4.48288 3.54834 -0.42684 0.63 -0.07 -0.20
C 3.64047 2.47290 -0.59091 -1.33 -0.12 0.15
H 0.86650 4.03075 0.65681 -0.24 -0.78 -0.26
H 2.50293 5.74053 1.07136 -0.58 -0.29 0.24
H 4.83694 5.49447 0.38061 -0.22 0.21 0.03
H 5.45644 3.45138 -0.89520 0.17 0.09 0.39
H 4.02092 1.55612 -1.02013 -0.22 -0.04 -0.16
F -0.92787 -1.19415 1.95427 -0.56 -0.49 0.82
C -1.60550 -2.22461 2.50928 0.19 -1.13 1.12
C -0.87302 -3.27538 3.05379 0.63 0.60 0.03
C -1.50207 -4.31146 3.72578 -0.69 0.49 -0.83
C -2.90345 -4.29341 3.78488 0.10 -0.37 0.65
C -3.63406 -3.22997 3.28868 0.54 0.10 -0.40
C -2.96518 -2.18529 2.65972 -0.44 0.87 -0.66
H 0.20634 -3.17757 3.02030 0.01 -0.28 -0.15
H -0.90556 -5.12541 4.10826 -0.12 -0.04 0.20
H -3.44130 -5.07965 4.30061 0.12 -0.13 -0.07
H -4.71269 -3.20375 3.33898 -0.01 -0.05 0.15
H -3.47830 -1.31226 2.26827 -0.16 -0.12 0.04
F -0.42485 0.76470 -2.19286 0.19 0.18 -0.45
C -0.16782 0.64503 -3.52379 -0.29 -0.15 -0.28
C -1.29033 0.47266 -4.32670 1.37 0.38 0.09
C -1.04895 0.38558 -5.70138 -0.71 -0.76 0.31
C 0.24886 0.40426 -6.19203 -0.35 0.80 -0.12
C 1.30059 0.68279 -5.35213 1.11 -1.13 0.27
C 1.14266 0.72059 -3.97285 -1.20 0.86 0.38
H -2.21554 0.48779 -3.76753 -0.40 -0.18 -0.61
H -1.87311 0.17987 -6.37280 -0.04 0.19 -0.03
H 0.48757 0.34322 -7.24520 -0.38 -0.18 -0.07
H 2.28141 0.64152 -5.81341 0.13 0.42 0.30
H 1.86229 0.99954 -3.21490 0.47 -0.32 -0.32
```
Positions in Å, forces in eV/Å.

Computed properties:
LUMO (alpha / beta)   0.716 / -2.565 eV
Spin multiplicity   3
HOMO-LUMO gap (alpha / beta)   9.773 / 6.337 eV
M   746.75 g/mol
E_HOMO (alpha / beta)   -9.1 / -8.9 eV

Partial atomic charges computed with the Mulliken method, in multiples of e:
1. Pd 0.43
2. Br -0.57
3. Br -0.61
4. F 0.42
5. C -0.15
6. C -0.27
7. C -0.50
8. C -0.48
9. C -0.39
10. C -0.39
11. H 0.41
12. H 0.39
13. H 0.35
14. H 0.38
15. H 0.45
16. F 0.55
17. C -0.25
18. C -0.18
19. C -0.47
20. C -0.45
21. C -0.53
22. C -0.23
23. H 0.43
24. H 0.38
25. H 0.36
26. H 0.35
27. H 0.40
28. F 0.10
29. C 0.06
30. C -0.09
31. C -0.50
32. C -0.60
33. C -0.42
34. C -0.47
35. H 0.44
36. H 0.39
37. H 0.42
38. H 0.33
39. H 0.49
40. F 0.14
41. C 0.00
42. C -0.25
43. C -0.61
44. C -0.35
45. C -0.62
46. C -0.13
47. H 0.38
48. H 0.38
49. H 0.35
50. H 0.38
51. H 0.40
52. F 0.02
53. C 0.55
54. C -0.52
55. C -0.51
56. C -0.49
57. C -0.42
58. C -0.42
59. H 0.42
60. H 0.36
61. H 0.35
62. H 0.33
63. H 0.27



Record 2
Molecular formula: C30H25CrN7O2P
Method: DFT, wB97M-V/def2-TZVPD

XYZ file:
```
66
Properties=species:S:1:pos:R:3:forces:R:3
Cr -0.74375 0.44651 1.13837 0.03 0.07 0.05
O -1.00072 -3.07828 2.42995 -0.02 0.04 0.00
C -1.36139 -2.38487 1.51684 0.11 -0.08 -0.02
O -1.57595 -1.07106 1.69532 -0.05 -0.02 0.04
C -1.60371 -2.93172 0.14283 -0.03 0.05 0.01
C -2.05377 -4.24625 0.07198 0.00 0.01 0.01
C -2.32011 -4.83274 -1.15401 0.01 0.01 -0.02
C -2.11753 -4.11718 -2.32675 -0.01 -0.03 0.02
C -1.64351 -2.81755 -2.26868 0.00 0.03 0.00
C -1.38866 -2.21246 -1.03933 0.00 0.00 0.02
P -0.67309 -0.55144 -1.06560 -0.03 0.03 -0.04
C 1.01666 -0.72012 -1.67982 0.02 0.00 -0.02
C 1.67721 0.36536 -2.25843 0.01 -0.02 0.00
C 3.01002 0.25630 -2.62347 -0.02 0.01 0.01
C 3.69549 -0.93071 -2.39756 0.00 -0.01 0.00
C 3.04621 -2.00893 -1.81275 0.02 0.00 -0.01
C 1.70906 -1.90885 -1.45569 -0.02 0.02 0.01
C -1.63255 0.42765 -2.24026 0.02 -0.02 -0.08
C -1.28060 0.57150 -3.58261 0.00 0.00 0.03
C -2.09604 1.30119 -4.43594 -0.02 0.01 0.01
C -3.26422 1.88118 -3.95936 0.01 0.00 -0.02
C -3.62752 1.73074 -2.62690 0.01 0.00 0.02
C -2.81267 1.00827 -1.77019 -0.01 0.01 0.00
H -2.19967 -4.79364 0.99306 0.00 0.00 0.00
H -2.68618 -5.84954 -1.19430 0.00 0.00 -0.01
H -2.32341 -4.57157 -3.28633 0.00 0.00 0.00
H -1.47273 -2.26991 -3.18778 0.00 -0.01 0.00
H 1.14574 1.28990 -2.45392 0.02 0.00 0.01
H 3.51045 1.09103 -3.09648 0.00 0.00 0.00
H 4.73197 -1.01965 -2.69514 0.00 0.00 0.00
H 3.57490 -2.93909 -1.65215 0.00 0.00 0.00
H 1.20445 -2.76173 -1.01750 0.01 0.00 0.00
H -0.37763 0.11244 -3.96489 -0.02 -0.01 -0.01
H -1.82392 1.40798 -5.47739 0.00 0.00 0.00
H -3.89989 2.44220 -4.63127 0.00 0.00 0.00
H -4.54801 2.16577 -2.26137 0.00 0.00 0.00
H -3.12129 0.87176 -0.73696 0.00 0.00 0.01
N -0.55575 4.53641 0.02820 0.02 -0.01 -0.03
C -0.50218 3.28666 -0.41729 -0.03 0.04 0.01
N -0.62417 2.47157 0.62022 -0.01 -0.10 0.03
C -0.76868 3.32049 1.69313 0.03 0.01 -0.09
N -0.72573 4.58057 1.36364 -0.03 0.00 0.04
C -1.00871 2.74882 3.01745 0.00 -0.03 0.02
C -1.15081 3.47055 4.18916 0.00 0.00 0.01
N -1.40494 2.85774 5.34084 -0.01 -0.02 0.02
C -1.52695 1.53793 5.32815 0.02 0.06 -0.01
C -1.38514 0.79565 4.15838 -0.01 -0.03 0.00
N -1.12095 1.41111 3.01110 0.01 -0.01 -0.04
H -0.50318 5.39626 -0.49988 0.00 0.00 0.00
H -0.39984 3.00448 -1.45318 -0.01 0.00 0.00
H -1.06107 4.54986 4.19416 0.00 0.00 0.00
H -1.74257 1.04671 6.26817 -0.01 0.00 0.00
H -1.49013 -0.28172 4.13107 0.00 0.00 -0.01
N 5.13592 -0.76340 2.35149 -0.01 0.00 0.00
C 3.85859 -0.46928 2.09229 -0.03 0.02 -0.01
C 3.50317 0.56767 1.20222 0.06 -0.01 0.01
C 2.18742 0.82621 0.95997 -0.04 0.00 -0.01
N 1.17628 0.13586 1.53139 0.02 -0.01 0.08
C 1.50807 -0.85549 2.39601 -0.01 0.02 -0.03
C 2.79881 -1.17953 2.69419 0.04 -0.02 0.01
H 5.88741 -0.23790 1.93993 0.01 0.00 0.00
H 5.38100 -1.49061 3.00126 0.01 0.00 0.00
H 4.26323 1.15769 0.70852 -0.01 0.00 0.00
H 1.90795 1.61411 0.27496 0.00 0.00 0.01
H 0.69397 -1.40741 2.84841 -0.03 -0.02 -0.02
H 2.99531 -1.98348 3.39053 -0.01 0.00 -0.01
```
Positions in Å, forces in eV/Å.

Computed properties:
LUMO (alpha / beta)   -6.684 / -6.436 eV
Spin multiplicity   4
HOMO-LUMO gap (alpha / beta)   7.770 / 7.995 eV
M   598.55 g/mol
E_HOMO (alpha / beta)   -14.5 / -14.4 eV
Net charge   +2

Partial atomic charges computed with the Mulliken method, in multiples of e:
1. Cr 0.52
2. O -0.56
3. C 0.26
4. O -0.55
5. C 0.70
6. C -0.72
7. C -0.66
8. C -0.77
9. C -0.71
10. C 0.04
11. P 2.66
12. C 0.41
13. C -0.32
14. C -0.96
15. C -0.68
16. C -0.85
17. C -0.60
18. C 0.24
19. C -0.09
20. C -0.81
21. C -0.59
22. C -0.87
23. C -0.57
24. H 0.53
25. H 0.43
26. H 0.47
27. H 0.44
28. H 0.41
29. H 0.48
30. H 0.46
31. H 0.50
32. H 0.42
33. H 0.48
34. H 0.47
35. H 0.44
36. H 0.48
37. H 0.48
38. N 0.20
39. C -0.33
40. N 0.35
41. C 0.14
42. N -0.72
43. C 0.04
44. C -0.26
45. N -0.50
46. C -0.44
47. C -0.43
48. N 0.66
49. H 0.24
50. H 0.44
51. H 0.47
52. H 0.41
53. H 0.50
54. N -0.44
55. C 1.08
56. C -0.97
57. C -0.49
58. N 0.58
59. C -0.76
60. C -0.96
61. H 0.21
62. H 0.21
63. H 0.43
64. H 0.44
65. H 0.43
66. H 0.44